[1]
# C4H10O2

One molecule with the formula C4H10O2 in a non-equilibrium geometry (ωB97M-V/def2-TZVPD, OMol25).

Cartesian coordinates (Å):
O -1.44 0.15 -1.84
O 0.32 0.15 0.17
C -0.12 -1.08 -0.29
C -1.56 -0.87 -0.87
C 1.45 0.07 0.93
C 1.38 1.47 1.80
H 1.14 2.09 1.00
H -1.43 0.93 -1.02
H -2.49 -0.60 -0.11
H 2.42 0.21 0.32
H 1.30 -0.85 1.44
H -0.37 -1.87 0.70
H 2.45 1.96 2.01
H 0.30 -1.58 -1.37
H -1.66 -1.68 -1.51
H 0.46 1.39 2.46

Computed properties:
- SMILES: CCOCCO
- HOMO-LUMO gap: 0.3939 hartree
- ΔE to the lowest compared entry with this formula, charge and spin: 113.37 kcal/mol
- Spin multiplicity: 1
- HOMO level: -9.8 eV

[2]
# BrHg

BrHg as an isolated structure in a non-equilibrium geometry (ωB97M-V/def2-TZVPD, OMol25).

Cartesian coordinates (Å):
Hg -0.86 -0.47 -0.83
Br 0.86 0.47 0.83

Computed properties:
- Net charge: +1
- HOMO-LUMO gap: 0.2520 hartree
- ΔE to the lowest compared entry with this formula, charge and spin: 0.00 kcal/mol
- Spin multiplicity: 1
- HOMO level: -16.3 eV

[3]
# C25H49MgNO2SSi2

C25H49MgNO2SSi2 as an isolated structure in a non-equilibrium geometry (ωB97M-V/def2-TZVPD, OMol25).

Cartesian coordinates (Å):
S 3.33 -3.75 3.42
Si -1.95 -2.53 1.41
Si 3.12 1.16 -1.47
Mg 1.33 -1.07 0.25
O -2.83 1.55 -0.84
O -0.79 2.20 0.28
N 2.45 -2.77 -0.46
C 3.27 3.03 -1.64
C 3.58 -4.09 -2.12
C -0.78 -1.22 0.78
C 2.04 -1.87 2.19
C -1.25 2.62 1.62
C 2.72 -3.06 -1.74
C -4.08 1.38 -0.05
C 4.18 -4.85 -1.11
C 3.92 -4.55 0.23
C -1.46 4.38 -0.69
C -0.43 3.30 -0.64
C -0.13 3.22 2.42
C -2.71 1.08 -2.24
C 4.82 0.39 -1.69
C 1.96 0.53 -2.83
C -3.02 2.20 -3.19
C -3.09 -1.77 2.73
C -5.14 2.30 -0.55
C 2.59 0.67 0.22
C -2.94 -3.17 -0.06
C 2.76 -2.99 1.91
C -1.18 -4.04 2.25
C 2.55 -2.56 4.38
C 3.05 -3.47 0.54
C 1.87 -1.61 3.57
H -0.36 -3.78 2.93
H 1.16 -0.15 -2.50
H -2.47 4.00 -0.90
H -5.99 2.31 0.14
H 0.56 3.66 -0.32
H 4.34 -5.08 1.07
H -3.79 1.60 0.97
H 0.67 2.49 2.55
H -1.84 1.75 -0.28
H 3.96 3.28 -2.45
H -2.31 3.03 -3.07
H -4.03 2.58 -3.03
H -5.52 2.00 -1.53
H -3.85 -3.68 0.27
H 5.47 0.76 -0.88
H -2.50 -1.21 3.46
H -2.34 -3.87 -0.65
H -3.80 -1.07 2.27
H 3.67 3.45 -0.71
H -3.65 -2.54 3.27
H -0.55 -0.43 1.54
H 1.48 1.37 -3.34
H 3.74 -4.28 -3.17
H -0.50 3.50 3.40
H -1.48 4.97 0.23
H 1.28 -0.79 3.97
H -2.95 1.86 -4.22
H -0.79 -4.75 1.52
H -1.69 0.72 -2.32
H 2.17 1.48 0.84
H 2.62 -2.57 5.46
H 2.55 -0.02 -3.59
H -1.96 -4.55 2.84
H -1.03 -0.66 -0.16
H -0.31 2.79 -1.60
H -4.35 0.32 -0.12
H 2.31 3.53 -1.84
H 0.24 4.11 1.92
H 3.30 0.09 0.84
H 5.26 0.68 -2.65
H -1.62 1.69 2.06
H -1.20 5.05 -1.52
H -2.07 3.34 1.52
H 4.78 -0.71 -1.61
H -3.41 0.24 -2.35
H -4.78 3.34 -0.61
H 2.22 -2.45 -2.48
H -3.22 -2.34 -0.71
H 4.85 -5.68 -1.35

Computed properties:
- HOMO-LUMO gap: 0.2194 hartree
- Spin multiplicity: 1
- HOMO level: -6.0 eV

[4]
# C30H32CeClN3SSi2

C30H32CeClN3SSi2 as an isolated structure in a non-equilibrium geometry (ωB97M-V/def2-TZVPD, OMol25).

Cartesian coordinates (Å):
Ce 0.29 -1.12 2.76
Cl 2.96 -1.35 2.72
S 0.44 1.43 4.19
Si 1.80 1.84 -1.04
Si -0.76 -0.90 -2.02
N 0.61 1.91 6.86
N 1.15 -0.19 6.20
N 1.37 -1.20 5.22
C 1.16 0.17 -0.49
C -1.28 2.68 -4.23
C 0.11 -2.98 -5.61
C -1.14 -2.31 4.56
C 0.73 1.04 5.82
C -1.43 1.74 -3.21
C 0.74 0.87 -3.72
C -2.12 -2.09 2.48
C -1.07 4.79 -1.08
C -1.69 -0.99 4.46
C 1.67 -3.77 -3.98
C 1.20 -3.80 -5.29
C -1.87 4.51 0.02
C 0.12 4.08 -1.30
C 0.25 -2.46 0.30
C 1.60 -2.17 0.17
C -0.48 0.73 -3.04
C -0.72 -1.49 -0.17
C -0.26 -0.11 -0.32
C -0.02 -2.13 -3.31
C 1.07 -2.95 -3.01
C -0.29 2.81 0.72
C -2.29 -0.84 3.17
C -0.49 -2.16 -4.64
C -1.47 3.53 0.94
C -0.17 2.65 -5.07
C 2.02 -0.90 -0.30
C 0.47 3.00 -0.47
C 0.87 1.78 -4.77
C -1.39 -2.99 3.32
H -1.70 -0.23 5.24
H 3.09 -0.71 -0.40
H 1.79 1.78 -5.36
H -1.33 -1.52 -4.92
H 1.60 0.24 -3.47
H -1.38 5.54 -1.82
H 1.32 -2.10 5.71
H -0.10 3.32 -5.92
H 0.01 2.06 1.46
H 0.74 4.29 -2.17
H 0.86 1.61 7.80
H -2.52 -2.33 1.51
H 2.92 2.07 -0.21
H -1.07 -4.00 3.06
H -0.10 -3.39 0.75
H -1.78 -1.65 0.09
H -2.82 5.06 0.17
H -0.27 -2.98 -6.63
H -2.81 0.04 2.80
H 1.57 -0.31 7.12
H -2.28 1.80 -2.53
H -2.09 3.31 1.82
H -2.23 -1.00 -2.18
H -2.04 3.44 -4.37
H -0.67 -2.76 5.44
H 1.47 -2.94 -2.00
H 0.23 2.83 6.71
H -0.97 0.68 -0.15
H 2.52 -4.38 -3.69
H 2.33 -1.11 4.84
H 2.35 -2.90 0.47
H 1.66 -4.44 -6.03

Computed properties:
- Net charge: +1
- HOMO-LUMO gap (alpha / beta): 0.1707 / 0.1701 hartree
- ΔE to the lowest compared entry with this formula, charge and spin: 59.44 kcal/mol
- Spin multiplicity: 2
- HOMO level (alpha / beta): -8.7 / -8.7 eV